The following is a DFT calculation (wB97M-V/def2-TZVPD) of a 5-piece molecular cluster, C8H29N2O6 overall in a non-equilibrium geometry.

The geometry in XYZ format:
```
45
Properties=species:S:1:pos:R:3:nbo_charge:R:1
N 0.08494 -0.91136 -0.20104 -0.92
H 0.97586 -1.11880 0.22713 0.42
H -0.02993 0.03376 -0.53818 0.45
H -0.58353 -0.94302 0.55542 0.45
H -0.09707 -1.56193 -0.95187 0.44
C 0.84064 3.93836 -0.11698 -0.63
C 0.54513 2.53570 0.42931 -0.08
C -0.29203 2.58614 1.74553 -0.09
O -1.53958 3.29750 1.53377 -0.56
C -2.30703 3.25985 2.71105 -0.26
N -0.12116 1.88848 -0.72179 -0.84
H 1.62157 4.34620 0.52482 0.21
H -0.07542 4.52330 -0.19936 0.23
H 1.39717 3.94543 -1.05417 0.20
H 1.45837 1.95397 0.55459 0.19
H 0.26113 3.17324 2.47864 0.18
H -0.55207 1.57833 2.06924 0.19
H -3.36853 3.37075 2.48965 0.19
H -2.08265 4.06152 3.41466 0.16
H -2.17025 2.31791 3.24221 0.17
H -1.07357 2.16422 -0.52950 0.37
H 0.16165 2.41244 -1.53762 0.37
O -1.77931 -1.62817 1.34821 -1.26
H -1.91010 -2.55329 1.14018 0.41
H -2.59902 -1.35689 1.76139 0.40
C 3.31192 -2.30849 -0.16302 -0.11
C 3.27832 -1.96315 1.35356 -0.12
O 2.50274 -0.77321 1.78120 -0.77
O 2.14146 -2.84425 -0.68267 -0.74
H 3.98858 -3.14317 -0.34618 0.19
H 3.53304 -1.41151 -0.74151 0.17
H 4.26625 -1.85749 1.80181 0.18
H 2.83519 -2.70979 2.01255 0.19
H 2.88070 -0.38567 2.57402 0.48
H 2.35599 -3.19653 -1.54955 0.47
C -2.08339 -2.68951 -2.58876 -0.19
C -1.18027 -1.58849 -3.28455 -0.11
O -1.27740 -0.37699 -2.48897 -0.75
O -1.75537 -3.00413 -1.26239 -0.86
H -2.08637 -3.58191 -3.21463 0.16
H -3.10860 -2.32171 -2.54679 0.15
H -1.49726 -1.55408 -4.32687 0.18
H -0.15170 -1.94883 -3.30156 0.17
H -2.20979 -0.15033 -2.45921 0.47
H -2.50943 -3.50429 -0.94171 0.42
```

* <S²>: 0.7504
* net charge: 0
* highest occupied orbital energy (alpha / beta): -2.2 / -9.9 eV
* maximum force: 2.867 eV/Å
* Kohn-Sham gap (alpha / beta): 2.539 / 10.122 eV
* multiplicity: 2
* E_LUMO (alpha / beta): 0.3 / 0.2 eV